[1]
# CH10N2O3

A 4-piece molecular cluster, CH10N2O3 overall at a distorted geometry (ωB97M-V/def2-TZVPD, the Open Molecules 2025 dataset).

```
! wB97M-V def2-TZVPD RIJCOSX def2/J DEFGRID3
* xyz 0 1
N 0.08 0.29 0.33
C 0.53 0.83 1.49
N 1.38 0.32 2.32
H -0.48 0.87 -0.29
H 0.09 -0.71 0.19
H 0.15 1.83 1.70
H 1.81 1.12 2.76
H -1.44 -0.82 -3.72
H -1.04 -1.60 -2.47
O -1.36 -0.76 -2.75
H 1.36 -1.50 1.57
H 0.19 -2.49 1.74
O 1.09 -2.42 1.36
H -1.74 2.50 -2.23
H -1.05 1.17 -2.24
O -1.13 1.97 -1.71
*
```

Output
HOMO level in eV: -9.037
Structure (SMILES): [H]/N=C/N.O.O.O
Total energy in eV: -10321.7892
Energy above the lowest of the compared OMol25 structures with the same formula, charge and spin in eV: 0.7877

***

[2]
# C49H58N4O4S

A 2-piece molecular cluster, C49H58N4O4S overall at a distorted geometry (ωB97M-V/def2-TZVPD, the Open Molecules 2025 dataset).

```
! wB97M-V def2-TZVPD RIJCOSX def2/J DEFGRID3
* xyz 0 1
C -5.50 -3.47 -1.88
O -4.83 -3.80 -0.64
C -3.53 -3.42 -0.51
C -2.80 -2.82 -1.55
C -1.48 -2.49 -1.35
C -0.86 -2.67 -0.09
C 0.50 -2.21 0.11
N 0.86 -1.36 1.15
C -0.01 -0.75 2.14
C 0.23 -0.98 3.50
C 1.36 -1.88 3.99
C 0.81 -3.11 4.71
C 2.33 -1.11 4.88
C -0.62 -0.41 4.45
C -1.68 0.40 4.05
C -1.88 0.67 2.70
C -1.06 0.10 1.73
C -1.25 0.51 0.27
C -0.45 1.76 -0.08
C -2.72 0.66 -0.09
N 2.21 -1.16 1.18
N 2.68 -1.81 0.09
C 4.10 -1.80 -0.23
C 4.97 -2.75 0.35
C 4.44 -3.81 1.30
C 5.46 -4.17 2.39
C 4.01 -5.06 0.54
C 6.32 -2.73 -0.01
C 6.82 -1.77 -0.89
C 5.96 -0.83 -1.43
C 4.60 -0.84 -1.12
C 3.69 0.22 -1.75
C 3.66 0.07 -3.26
C 4.10 1.63 -1.33
C 1.66 -2.49 -0.60
C 1.86 -3.26 -1.72
C -1.60 -3.30 0.95
C -2.91 -3.68 0.74
H -6.51 -3.85 -1.76
H -5.52 -2.38 -2.04
H -5.01 -3.96 -2.74
H -3.27 -2.61 -2.52
H -0.90 -2.04 -2.16
H 1.93 -2.21 3.11
H 0.14 -3.67 4.05
H 1.63 -3.78 5.01
H 0.25 -2.81 5.60
H 2.73 -0.25 4.33
H 1.82 -0.75 5.78
H 3.17 -1.75 5.17
H -0.45 -0.63 5.50
H -2.34 0.84 4.80
H -2.69 1.34 2.39
H -0.85 -0.30 -0.35
H 0.62 1.60 0.12
H -0.57 1.99 -1.15
H -0.80 2.61 0.52
H -3.28 -0.23 0.22
H -3.14 1.54 0.40
H -2.83 0.77 -1.18
H 3.56 -3.38 1.79
H 5.80 -3.27 2.91
H 5.00 -4.84 3.13
H 6.33 -4.68 1.97
H 3.24 -4.82 -0.19
H 4.87 -5.48 0.00
H 3.63 -5.82 1.23
H 6.99 -3.48 0.41
H 7.87 -1.76 -1.14
H 6.33 -0.06 -2.12
H 2.68 0.03 -1.37
H 3.34 -0.94 -3.53
H 2.96 0.78 -3.71
H 4.66 0.24 -3.68
H 4.09 1.72 -0.24
H 5.12 1.85 -1.69
H 3.41 2.37 -1.75
H 2.85 -3.34 -2.15
H 0.97 -3.73 -2.12
H -1.11 -3.51 1.91
H -3.49 -4.17 1.52
C 0.92 -10.54 1.82
O -0.08 -9.50 1.93
C -0.46 -8.88 0.79
C -1.47 -7.89 0.91
C -1.90 -7.23 -0.22
C -1.34 -7.52 -1.48
C -1.79 -6.81 -2.66
N -1.31 -7.05 -3.83
S -1.97 -6.10 -5.11
C -1.07 -6.78 -6.49
C 0.13 -6.17 -6.87
C 0.80 -6.66 -7.99
C 0.27 -7.74 -8.72
C 1.01 -8.24 -9.92
C -0.93 -8.33 -8.32
C -1.62 -7.85 -7.20
O -3.37 -6.44 -5.27
O -1.57 -4.73 -4.91
C -0.35 -8.51 -1.60
C 0.10 -9.19 -0.48
H 1.06 -10.90 2.84
H 0.57 -11.36 1.17
H 1.86 -10.14 1.42
H -1.89 -7.68 1.90
H -2.68 -6.46 -0.15
H -2.58 -6.07 -2.48
H 0.52 -5.33 -6.30
H 1.73 -6.20 -8.30
H 0.48 -9.07 -10.38
H 1.13 -7.45 -10.67
H 2.02 -8.58 -9.66
H -1.34 -9.17 -8.89
H -2.56 -8.30 -6.88
H 0.06 -8.74 -2.59
H 0.87 -9.96 -0.58
*
```

Output
HOMO level in eV: -5.804
Total energy in eV: -76737.4349

***

[3]
# C17H23N9O4Y

C17H23N9O4Y as an isolated structure (ωB97M-V/def2-TZVPD, the Open Molecules 2025 dataset).

```
! wB97M-V def2-TZVPD RIJCOSX def2/J DEFGRID3
* xyz 1 1
Y -0.21 -0.25 0.20
C 4.27 -0.92 1.33
C 2.97 -0.35 0.87
N 1.85 -0.54 1.48
O 1.96 -1.31 2.62
C 2.91 0.45 -0.39
C 4.13 0.94 -1.09
N 1.71 0.66 -0.83
O 1.50 1.34 -1.93
H 4.11 -1.90 1.78
H 4.70 -0.28 2.10
H 4.97 -0.99 0.51
H 1.05 -1.43 2.92
H 4.88 1.29 -0.38
H 3.84 1.75 -1.76
H 4.58 0.16 -1.70
C -1.19 2.80 1.55
N -1.27 1.33 1.59
C -1.84 0.79 2.63
C -1.87 -0.61 2.82
C -2.39 -1.36 3.87
C -2.10 -2.70 3.59
C -1.40 -2.70 2.39
N -1.26 -1.45 1.90
C -0.17 3.34 2.52
C -0.56 4.06 3.64
C 0.39 4.51 4.55
C 1.74 4.25 4.33
C 2.13 3.53 3.21
C 1.18 3.08 2.31
H -2.18 3.23 1.76
H -0.91 3.10 0.54
H -2.30 1.42 3.39
H -2.92 -0.97 4.73
H -2.35 -3.56 4.18
H -1.00 -3.55 1.85
H -1.61 4.27 3.81
H 0.08 5.07 5.42
H 2.48 4.60 5.04
H 3.18 3.34 3.03
H 1.50 2.54 1.42
N -1.13 1.34 -1.68
N -1.73 0.71 -2.79
C -1.53 -0.61 -2.94
N -1.85 -1.24 -4.06
N -0.99 -1.17 -1.85
N -0.51 -2.43 -1.82
O 0.14 -2.62 -0.78
O -0.69 -3.25 -2.68
H -1.68 2.15 -1.42
H -0.12 1.57 -1.91
H -1.93 1.27 -3.61
H -2.21 -0.75 -4.86
H -1.67 -2.23 -4.11
*
```

Output
HOMO level in eV: -10.736
Total energy in eV: -40638.8159
Energy above the lowest of the compared OMol25 structures with the same formula, charge and spin in eV: 0.0000

***

[4]
# C23H30FN3O3S

C23H30FN3O3S in the gas phase (ωB97M-V/def2-TZVPD, the Open Molecules 2025 dataset).

```
! wB97M-V def2-TZVPD RIJCOSX def2/J DEFGRID3
* xyz 0 1
C -1.46 -1.45 -0.71
H -1.40 -0.66 0.05
H -0.47 -1.58 -1.16
H -2.15 -1.13 -1.48
C -1.93 -2.76 -0.09
C -1.00 -3.19 1.05
H -0.98 -2.43 1.83
H 0.01 -3.33 0.68
H -1.34 -4.12 1.49
H -1.92 -3.53 -0.86
C -3.36 -2.61 0.43
N -4.27 -2.24 -0.63
S -5.52 -1.20 -0.21
O -6.42 -1.20 -1.33
O -6.04 -1.52 1.09
C -4.59 0.31 -0.13
C -4.22 0.84 1.09
C -3.38 1.93 1.13
C -2.90 2.50 -0.04
C -3.31 1.97 -1.27
C -4.15 0.87 -1.31
H -4.48 0.44 -2.25
H -2.96 2.42 -2.19
C -1.92 3.63 -0.01
H -2.22 4.40 -0.72
H -1.89 4.07 0.99
C -0.51 3.15 -0.38
C 0.09 2.29 0.73
O -0.49 2.09 1.78
N 1.32 1.78 0.50
C 2.10 1.87 -0.71
H 1.62 2.50 -1.45
C 2.30 0.45 -1.28
N 2.92 -0.43 -0.31
C 4.30 -0.54 -0.24
C 5.17 0.26 -0.99
C 6.54 0.08 -0.95
C 7.06 -0.92 -0.15
C 6.24 -1.74 0.60
C 4.87 -1.56 0.54
H 4.24 -2.23 1.10
H 6.67 -2.52 1.20
F 8.40 -1.09 -0.09
H 7.20 0.71 -1.52
H 4.79 1.06 -1.61
C 2.13 -0.49 0.90
H 2.61 -1.12 1.64
C 1.93 0.91 1.48
H 1.27 0.88 2.35
H 2.90 1.33 1.78
H 1.15 -0.92 0.65
H 2.88 0.47 -2.20
H 1.31 0.03 -1.50
H 3.08 2.30 -0.46
H 0.14 4.02 -0.54
H -0.56 2.57 -1.30
H -3.06 2.34 2.08
H -4.60 0.38 1.99
H -4.60 -3.01 -1.20
H -3.41 -1.81 1.17
H -3.68 -3.54 0.93
*
```

Output
HOMO level in eV: -7.918
Structure (SMILES): CC(C)CNS(=O)(=O)c1ccc(CCC(=O)N2CCN(c3ccc(F)cc3)CC2)cc1
Total energy in eV: -48503.9506

***

What did the first record say?
# CH10N2O3

A 4-piece molecular cluster, CH10N2O3 overall at a distorted geometry (ωB97M-V/def2-TZVPD, the Open Molecules 2025 dataset).

```
! wB97M-V def2-TZVPD RIJCOSX def2/J DEFGRID3
* xyz 0 1
N 0.08 0.29 0.33
C 0.53 0.83 1.49
N 1.38 0.32 2.32
H -0.48 0.87 -0.29
H 0.09 -0.71 0.19
H 0.15 1.83 1.70
H 1.81 1.12 2.76
H -1.44 -0.82 -3.72
H -1.04 -1.60 -2.47
O -1.36 -0.76 -2.75
H 1.36 -1.50 1.57
H 0.19 -2.49 1.74
O 1.09 -2.42 1.36
H -1.74 2.50 -2.23
H -1.05 1.17 -2.24
O -1.13 1.97 -1.71
*
```

Output
HOMO level in eV: -9.037
Structure (SMILES): [H]/N=C/N.O.O.O
Total energy in eV: -10321.7892
Energy above the lowest of the compared OMol25 structures with the same formula, charge and spin in eV: 0.7877

***

Question: Among the records above, which one has the highest total energy?
Answer: CH10N2O3

***

Question: Look up the total energy of the third one.
Answer: -40638.8159 eV

***

Question: Which value of HOMO level does entry 3 give?
Answer: -10.736 eV